38
Properties=species:S:1:pos:R:3 method="wB97M-V/def2-TZVPD" homo_energy_ev="-11.20 / -11.20" homo_lumo_gap_ev="10.38 / 4.85" spin_multiplicity=2 e_tot_ha=-992.90608 charge=0
O 0.288 2.188 -3.562
O -2.001 0.554 -1.723
O -1.263 -2.665 -2.192
O 2.329 -2.736 2.092
O -1.496 3.778 -1.157
O 0.578 -1.162 0.397
O -0.291 3.857 1.626
O 4.137 1.489 0.929
O -0.096 1.117 -0.293
O -3.734 -1.098 -0.322
O -0.547 -0.981 3.079
O 3.235 -1.061 -0.120
O -1.198 -2.956 1.036
H 3.145 -2.252 2.272
H -0.757 3.886 -0.532
H 0.019 -0.164 0.011
H -0.810 -1.903 3.164
H -0.375 3.370 0.774
H -0.522 -2.297 0.697
H 3.220 -2.015 -0.271
H -1.304 0.726 -0.925
H 0.200 -1.036 2.462
H -0.476 1.553 0.492
H -1.204 3.237 -1.914
H -0.398 1.523 -3.724
H 0.786 -1.767 -0.344
H -0.947 3.558 2.262
H 4.401 0.650 0.493
H -3.935 -0.504 0.414
H -1.669 -2.415 1.677
H -1.728 -1.956 -1.726
H 2.287 -0.917 0.129
H 0.823 1.604 -2.995
H -3.029 -1.683 0.002
H -1.343 0.263 -2.383
H 3.236 1.344 1.225
H 1.713 -2.034 1.835
H -0.915 -3.109 -1.397


34
Properties=species:S:1:pos:R:3 method="wB97M-V/def2-TZVPD" homo_energy_ev=-14.65 homo_lumo_gap_ev=2.31 e_tot_ha=-2683.68028 charge=+2
Zn 9.090 -8.808 -7.568
O 12.680 -9.514 -8.290
O 5.599 -7.853 -6.984
O 9.533 -5.112 -8.753
O 7.459 -9.020 -11.966
O 8.316 -13.383 -6.923
O 9.890 -8.111 -3.094
N 7.269 -8.219 -14.025
N 5.829 -9.629 -13.378
N 7.022 -14.836 -5.958
N 8.903 -15.521 -6.820
N 9.272 -6.725 -1.495
N 10.543 -8.331 -0.955
C 8.095 -14.519 -6.580
C 9.871 -7.777 -1.933
C 6.891 -8.965 -13.041
H 6.819 -15.797 -5.724
H 6.385 -14.083 -5.737
H 11.126 -9.104 -1.241
H 7.942 -7.473 -13.923
H 8.885 -4.424 -8.904
H 10.561 -8.031 0.009
H 5.195 -7.061 -7.339
H 13.403 -8.935 -8.533
H 4.879 -8.322 -6.562
H 8.656 -6.233 -2.127
H 9.899 -15.413 -6.949
H 5.495 -10.228 -12.637
H 9.360 -6.444 -0.529
H 5.297 -9.372 -14.197
H 6.581 -8.180 -14.764
H 10.355 -4.743 -9.079
H 13.102 -10.343 -8.066
H 8.583 -16.317 -6.287


89
Properties=species:S:1:pos:R:3 method="wB97M-V/def2-TZVPD" homo_energy_ev=-3.58 homo_lumo_gap_ev=5.10 e_tot_ha=-3366.57707 charge=-1
F -1.414 -7.915 -4.940
F -2.245 -4.496 3.893
F -4.924 1.437 -5.113
F -1.114 2.141 7.111
F -1.890 1.329 -0.109
F 7.287 1.821 -0.349
F -0.981 -0.055 1.312
F -0.445 2.592 5.085
F 7.869 2.091 -2.433
F -2.914 -4.947 5.919
F 0.709 -7.993 -5.428
F -0.239 0.048 -0.734
F -0.745 -7.464 -6.966
F -0.791 -5.025 5.431
F 1.009 2.063 6.623
F 7.530 0.086 -1.645
O -0.622 -2.331 5.070
O 1.178 4.757 6.262
O -1.119 -5.141 -4.670
O -3.361 -1.142 0.552
O -2.619 -2.173 6.189
O -2.363 -1.633 -1.455
O -0.819 4.915 7.381
O 5.080 2.697 -1.684
O 4.945 0.597 -2.600
O 0.878 -5.298 -5.789
N -0.619 2.564 -5.072
C 1.940 6.382 7.898
C 2.767 2.302 -1.055
C -2.386 -1.001 -0.403
C 7.057 1.364 -1.614
C 3.714 2.938 -2.056
C -1.795 -2.839 5.569
C -3.933 -3.503 0.564
C -0.258 0.002 -4.531
C -0.295 -5.806 -5.290
C 0.140 -0.706 6.706
C -0.436 -7.284 -5.649
C 1.640 -3.673 -4.153
C 5.588 1.468 -2.021
C -4.398 -2.091 0.259
C 1.409 6.155 6.495
C -0.391 -0.933 5.303
C 1.109 -3.900 -5.556
C -0.136 2.772 6.401
C 0.198 1.570 -4.277
C -2.864 2.061 -3.716
C -1.936 -4.316 5.209
C -1.379 0.070 0.012
C 0.005 4.249 6.761
C -3.499 1.062 -4.852
B -1.772 3.154 -4.280
H 0.357 -0.609 4.571
H -3.498 -0.059 -4.449
H 3.572 4.024 -2.055
H -0.596 -0.997 7.462
H 1.857 -3.577 -6.287
H -0.794 -0.358 -3.555
H 2.157 6.479 5.763
H -0.961 0.013 -5.471
H 1.313 1.646 -4.690
H 0.501 6.738 6.305
H 2.992 2.647 -0.041
H 2.868 1.212 -1.049
H -3.778 2.697 -3.288
H -4.737 -1.991 -0.778
H -1.407 3.809 -3.376
H -4.748 -4.219 0.419
H -2.860 1.097 -5.832
H 0.201 -3.318 -5.746
H 1.204 6.091 8.654
H 2.194 7.437 8.049
H 3.520 2.589 -3.076
H 0.692 -0.623 -4.828
H 1.728 2.553 -1.291
H -3.097 -3.794 -0.080
H -2.480 1.422 -2.796
H -0.907 2.204 -6.009
H -2.381 3.885 -5.009
H 2.534 -4.280 -3.977
H 1.894 -2.619 -4.001
H -1.299 -0.350 5.113
H -3.579 -3.576 1.597
H 1.034 -1.313 6.881
H 2.834 5.775 8.073
H -5.249 -1.839 0.901
H 0.272 1.801 -3.127
H 0.904 -3.965 -3.397
H 0.394 0.349 6.857


18
Properties=species:S:1:pos:R:3 method="wB97M-V/def2-TZVPD" homo_energy_ev=-9.63 smiles="C=C.NCO.N" homo_lumo_gap_ev=10.36 e_tot_ha=-306.19243 charge=0
O 0.611 0.839 -0.192
N 0.459 -1.690 2.442
N 1.828 -1.202 -0.739
C -2.707 0.691 -0.837
C 1.817 0.113 -0.163
C -2.277 1.903 -1.154
H -0.076 0.334 0.265
H 2.194 -0.020 0.858
H -2.974 2.724 -1.063
H -1.240 2.056 -1.390
H 0.023 -2.409 1.886
H 1.259 -1.857 -0.206
H -0.051 -1.534 3.301
H -3.718 0.285 -0.896
H 2.566 0.745 -0.635
H -2.048 -0.127 -0.572
H 1.383 -1.988 2.725
H 1.414 -1.210 -1.665


23
Properties=species:S:1:pos:R:3 method="wB97M-V/def2-TZVPD" homo_energy_ev=-8.96 homo_lumo_gap_ev=6.76 e_tot_ha=-727.41295 charge=0
S 3.275 -0.082 -0.791
O -0.102 -2.679 -1.694
N -0.548 -0.490 -0.082
C -1.673 0.327 -0.373
C -2.861 -0.161 0.674
C 0.818 1.708 0.198
C 1.963 -0.368 0.417
C 0.681 0.193 -0.233
H 4.402 -0.232 -0.021
H -3.116 -1.207 0.390
H -0.299 -1.939 -1.077
H -2.446 -0.132 1.678
H -2.283 0.233 -1.498
H -3.596 0.681 0.537
H 1.397 2.366 -0.462
H -0.130 2.195 0.395
H 0.892 0.193 -1.358
H 1.803 -1.411 0.459
H 1.262 1.788 1.241
H 0.396 -3.350 -1.147
H 2.228 0.116 1.347
H -0.338 0.812 1.675
H -1.725 1.436 -0.275


19
Properties=species:S:1:pos:R:3 method="wB97M-V/def2-TZVPD" homo_energy_ev=-8.49 smiles=CCCSS.O.O homo_lumo_gap_ev=8.68 e_tot_ha=-1068.29556 charge=0
S 2.710 0.701 0.429
S 3.591 -0.136 -1.361
O -4.550 -1.394 -1.444
O 1.464 2.231 -3.198
C 0.844 0.438 0.472
C -0.672 -0.705 2.341
C 0.536 0.270 2.050
H -4.357 -2.003 -2.125
H -1.385 -0.530 1.537
H 2.395 2.097 -3.207
H -5.448 -1.211 -1.505
H 1.458 0.260 2.605
H 0.257 1.247 -0.115
H -1.235 -0.619 3.283
H 0.219 1.281 2.419
H -0.200 -1.705 2.360
H 0.597 -0.462 -0.105
H 1.137 1.345 -2.854
H 2.640 -1.105 -1.580